Record 1
{
  "formula": "C4H7O2Pd",
  "method": "the ωB97M-V functional and the def2-TZVPD basis",
  "symbols": ["O", "C", "C", "O", "C", "C", "Pd", "H", "H", "H", "H", "H", "H", "H"],
  "xyz": [[2.13006, 1.13412, 0.19531], [2.23322, -0.06867, 0.25037], [1.09206, -1.03403, 0.46076], [-0.13024, -0.44435, 0.74331], [-0.85143, 0.03706, -0.40932], [-1.96177, 0.94896, 0.02797], [-2.16313, 1.96827, -1.25611], [3.20360, -0.56620, 0.01879], [1.38883, -1.68257, 1.30362], [1.04375, -1.68555, -0.43559], [-1.31552, -0.79185, -0.97181], [-0.09310, 0.31990, -1.16161], [-2.85439, 0.35109, 0.28771], [-1.72193, 1.51382, 0.94659]],
  "forces_ev_per_a": [[-0.518, 5.549, -0.421], [1.781, -5.115, 0.252], [-0.418, -1.123, -0.072], [-0.237, -0.047, -0.014], [0.918, -1.955, -0.249], [1.104, -5.977, 8.147], [-1.779, 7.228, -8.537], [-0.458, 0.422, 0.037], [-0.376, 0.205, -0.145], [-0.221, 0.085, 0.174], [0.045, -0.318, 0.546], [-0.179, 1.075, 0.385], [0.034, -0.021, -0.105], [0.304, -0.008, 0.001]],
  "spin_multiplicity": 4,
  "homo_lumo_gap_ev": [6.3, 7.0]
}

Record 2
{
  "formula": "C6H11ClN",
  "method": "the ωB97M-V functional and the def2-TZVPD basis",
  "symbols": ["C", "C", "C", "C", "C", "C", "N", "Cl", "H", "H", "H", "H", "H", "H", "H", "H", "H", "H", "H"],
  "xyz": [[-1.30212, 1.07629, 0.39441], [-0.32632, 0.67775, -0.52509], [2.07116, 0.48653, -0.00438], [-2.73340, 1.59048, 0.18298], [3.12409, -0.50665, 0.26402], [-0.79267, -2.51214, -0.29283], [0.85166, 0.20149, -0.17842], [-1.98470, -1.45223, -0.05364], [-1.02898, 0.93921, 1.49593], [-0.48343, 0.62528, -1.54063], [2.53993, 1.54848, -0.30815], [-2.93117, 2.62683, 0.46576], [-2.88256, 1.47786, -0.84198], [-3.43594, 0.96756, 0.60614], [3.06114, -1.28370, -0.50270], [4.06498, 0.01406, 0.29078], [2.90023, -1.01380, 1.12648], [-0.20619, -2.31890, -1.15545], [-0.50571, -3.14441, 0.57677]],
  "forces_ev_per_a": [[0.008, -0.248, 2.305], [-0.501, 1.367, 2.469], [0.414, 2.066, -1.962], [2.974, 0.631, -0.872], [-0.191, 0.570, -1.729], [0.830, -0.551, 1.602], [0.923, -0.084, 0.817], [-1.243, 0.201, 0.086], [-0.044, 0.326, -1.644], [-0.799, 0.104, -2.327], [-1.672, -1.862, 0.939], [0.397, -0.165, 0.164], [-0.627, 0.306, -2.010], [-1.418, -1.377, 1.540], [0.369, 0.230, -0.223], [0.466, -0.333, 0.072], [-0.212, -1.139, 2.484], [0.449, -0.516, -0.658], [-0.122, 0.474, -1.053]],
  "total_charge": 1,
  "homo_lumo_gap_ev": [8.6, 6.2]
}

Respective energy above the lowest of the compared OMol25 structures with the same formula, charge and spin values: 0.0, 363.5 kJ/mol.